Formula: C5H11NO3S
Source: the OMol25 dataset
Level of theory: wB97M-V/def2-TZVPD

Electronic energy: -875.59914 Eh
Energy relative to the best compared isomer or geometry (same formula, charge and spin): 4.7862 eV
HOMO-LUMO gap (alpha / beta): 9.60 / 5.82 eV
2S+1: 1

Each atom is followed by the atoms it is bonded to, with distances in Å.
Element x y z (Å)
1 C -1.309 -0.191 0.491  C2 1.602, N6 1.436, H11 1.197, H12 1.024
2 C -0.120 0.821 0.135  C1 1.602, C5 1.594, O7 1.320, H13 1.176
3 C 2.089 0.887 -1.083  C5 1.586, H14 1.077, H15 0.984, H16 1.095
4 C 0.394 -0.969 -1.672  C5 1.505, H17 1.136, H18 1.013, H19 1.044
5 C 0.963 -0.108 -0.576  C2 1.594, C3 1.586, C4 1.505, O9 1.401
6 N -2.312 0.408 1.324  C1 1.436, S10 1.753, H20 1.010
7 O 0.256 1.327 1.294  C2 1.320
8 O -2.184 -1.493 3.232  S10 1.437
9 O 1.323 -0.963 0.473  C5 1.401, H21 0.962
10 S -2.791 -0.238 2.883  N6 1.753, O8 1.437
11 H -1.833 -0.554 -0.522  C1 1.197
12 H -1.054 -1.002 1.061  C1 1.024
13 H -0.717 1.593 -0.521  C2 1.176
14 H 2.719 1.116 -0.240  C3 1.077
15 H 1.621 1.741 -1.229  C3 0.984
16 H 2.578 0.422 -1.946  C3 1.095
17 H -0.294 -0.400 -2.375  C4 1.136
18 H 1.179 -1.487 -2.049  C4 1.013
19 H -0.311 -1.648 -1.311  C4 1.044
20 H -2.170 1.387 1.529  N6 1.010
21 H 1.975 -0.647 1.105  O9 0.962